C34H49InN6O2Sb as an isolated structure at a distorted geometry, computed with the ωB97M-V functional and the def2-TZVPD basis.

```
93
Properties=species:S:1:pos:R:3:lowdin_charge:R:1
In 1.71 0.01 0.13 0.98
C 2.71 2.91 -3.62 -0.05
C 2.64 1.78 -2.81 -0.07
N 1.84 1.75 -1.74 0.05
C 1.15 2.86 -1.44 -0.19
C 1.27 3.99 -2.24 -0.02
N 2.02 3.99 -3.33 0.14
C 0.30 2.86 -0.21 -0.20
C -0.75 3.75 -0.05 0.07
C -1.51 3.70 1.11 -0.12
C -1.14 2.80 2.10 0.08
C -0.05 1.97 1.90 -0.19
N 0.63 1.97 0.74 0.04
C 0.46 1.04 2.95 -0.18
C 0.01 0.99 4.27 -0.01
N 0.59 0.19 5.15 0.14
C 1.63 -0.54 4.78 -0.04
C 2.07 -0.51 3.46 -0.06
N 1.46 0.27 2.57 0.06
C -2.70 4.56 1.28 -0.19
C -2.68 5.91 0.96 0.01
C -3.84 6.66 1.14 -0.09
N -4.96 6.11 1.59 0.09
C -5.00 4.82 1.90 -0.10
C -3.88 4.01 1.76 -0.01
H 3.32 2.93 -4.51 0.14
H 3.22 0.90 -3.02 0.12
H 0.76 4.92 -2.00 0.13
H -1.01 4.44 -0.84 0.14
H -1.71 2.77 3.03 0.14
H -0.82 1.58 4.63 0.13
H 2.09 -1.16 5.53 0.13
H 2.92 -1.09 3.11 0.11
H -1.77 6.40 0.61 0.12
H -3.87 7.72 0.92 0.13
H -5.94 4.43 2.27 0.12
H -3.94 2.95 2.01 0.11
C 4.88 1.09 1.33 -0.02
O 4.17 0.37 0.31 -0.29
C 4.84 -0.80 -0.17 -0.16
C 4.59 -1.97 0.75 -0.17
O 3.17 -2.06 0.91 -0.33
C 2.78 -3.32 1.47 -0.06
H 5.83 1.45 0.95 0.12
H 5.06 0.47 2.21 0.10
H 4.25 1.93 1.61 0.10
H 5.91 -0.63 -0.30 0.16
H 4.38 -1.03 -1.13 0.13
H 5.08 -1.84 1.72 0.14
H 4.99 -2.87 0.29 0.15
H 3.29 -3.51 2.42 0.12
H 3.00 -4.13 0.78 0.11
H 1.71 -3.26 1.64 0.05
C -2.43 -2.20 1.70 -0.10
C -1.87 -3.16 0.67 -0.64
C -2.94 -3.95 -0.04 -0.08
C -0.77 -4.03 1.24 -0.10
Sb -0.85 -1.83 -0.93 1.70
C -2.19 -0.11 -1.57 -0.66
C -2.33 0.80 -0.36 -0.11
C -1.49 0.61 -2.70 -0.09
C -3.53 -0.69 -1.99 -0.08
C 0.16 -2.98 -2.66 -0.65
C 0.71 -1.95 -3.62 -0.10
C -0.93 -3.84 -3.26 -0.09
C 1.27 -3.79 -2.00 -0.11
H -2.80 -2.78 2.55 0.11
H -3.27 -1.63 1.31 0.08
H -1.67 -1.51 2.09 0.07
H -3.49 -4.52 0.71 0.12
H -2.53 -4.67 -0.75 0.08
H -3.66 -3.31 -0.55 0.08
H -1.19 -4.65 2.04 0.12
H 0.03 -3.44 1.68 0.04
H -0.36 -4.71 0.50 0.08
H -1.35 1.17 -0.03 0.03
H -2.82 0.31 0.48 0.08
H -2.93 1.67 -0.64 0.11
H -0.48 0.93 -2.41 0.05
H -2.06 1.51 -2.96 0.11
H -1.42 0.00 -3.59 0.08
H -4.07 -1.13 -1.15 0.08
H -3.44 -1.44 -2.78 0.09
H -4.15 0.12 -2.38 0.11
H -0.08 -1.45 -4.18 0.08
H 1.35 -2.45 -4.34 0.11
H 1.32 -1.19 -3.11 0.05
H -1.75 -3.25 -3.65 0.09
H -1.32 -4.57 -2.55 0.07
H -0.50 -4.40 -4.10 0.12
H 2.01 -3.14 -1.52 0.06
H 1.78 -4.37 -2.77 0.11
H 0.89 -4.50 -1.27 0.07
```

For the lowest unoccupied orbital energy, the calculation gives -10.15 eV. Its spin multiplicity is 1. As for the total charge: +3. The gap between HOMO and LUMO is 5.62 eV.